{"formula": "C42H41EuIN4O5P", "method": "wB97M-V/def2-TZVPD", "gap_ev": [2.89, 6.05], "lumo_energy_ev": [1.894, 1.901], "multiplicity": 8, "total_charge": -1, "s2": 15.785, "symbols": ["Eu", "C", "C", "C", "C", "C", "C", "C", "C", "C", "C", "C", "C", "C", "C", "C", "N", "H", "H", "H", "H", "H", "H", "H", "H", "H", "H", "I", "C", "C", "C", "C", "C", "C", "C", "C", "C", "C", "H", "H", "H", "H", "H", "H", "N", "C", "C", "O", "O", "H", "H", "H", "H", "O", "C", "C", "C", "C", "N", "C", "C", "C", "C", "C", "C", "O", "C", "C", "N", "H", "H", "H", "H", "H", "H", "H", "H", "H", "H", "H", "H", "C", "P", "C", "C", "O", "H", "H", "H", "H", "H", "H", "H", "H", "H"], "coordinates": [[-0.198, -0.158, -0.271], [1.637, 2.181, 3.418], [1.894, 3.416, 2.836], [1.224, 3.769, 1.683], [0.317, 2.878, 1.091], [0.166, 1.545, 1.550], [0.829, 1.268, 2.758], [-0.626, 3.359, 0.072], [-0.932, 4.748, -0.007], [-1.886, 5.194, -0.868], [-2.619, 4.260, -1.631], [-3.684, 4.630, -2.476], [-4.424, 3.673, -3.113], [-4.141, 2.312, -2.904], [-3.110, 1.925, -2.092], [-2.295, 2.890, -1.459], [-1.275, 2.470, -0.667], [2.095, 1.934, 4.371], [2.585, 4.109, 3.297], [1.424, 4.730, 1.225], [0.696, 0.291, 3.219], [-0.426, 5.448, 0.639], [-2.126, 6.246, -0.950], [-3.915, 5.681, -2.593], [-5.239, 3.956, -3.764], [-4.758, 1.565, -3.381], [-2.927, 0.883, -1.863], [-0.505, 0.191, -3.548], [-2.255, -1.072, -3.641], [-2.766, -1.225, -4.900], [-3.919, -1.997, -5.104], [-4.519, -2.587, -4.032], [-3.994, -2.439, -2.730], [-4.645, -3.075, -1.655], [-4.117, -2.987, -0.402], [-2.934, -2.258, -0.189], [-2.237, -1.545, -1.160], [-2.808, -1.666, -2.478], [-2.283, -0.755, -5.742], [-4.314, -2.117, -6.102], [-5.408, -3.193, -4.155], [-5.548, -3.642, -1.843], [-4.605, -3.472, 0.437], [-2.573, -2.287, 0.830], [1.955, 1.259, -1.274], [2.763, 0.375, -2.124], [2.527, -1.121, -1.760], [3.492, -1.879, -1.903], [1.369, -1.429, -1.369], [2.004, 2.208, -1.634], [2.389, 1.263, -0.351], [3.841, 0.567, -2.050], [2.479, 0.503, -3.173], [-5.035, -0.051, 5.763], [-5.031, 1.015, 4.836], [-4.082, 0.719, 3.706], [-4.191, 1.381, 2.486], [-3.284, 1.077, 1.490], [-2.343, 0.148, 1.600], [-2.264, -0.533, 2.753], [-3.082, -0.226, 3.843], [-1.314, -1.663, 2.791], [-1.390, -2.645, 3.780], [-0.552, -3.747, 3.731], [-0.693, -4.822, 4.779], [-0.875, -4.303, 6.080], [0.376, -3.824, 2.699], [0.387, -2.813, 1.749], [-0.430, -1.769, 1.782], [-5.675, 0.134, 6.456], [-4.722, 1.952, 5.324], [-6.035, 1.173, 4.420], [-4.967, 2.112, 2.309], [-3.332, 1.590, 0.541], [-2.974, -0.720, 4.795], [-2.118, -2.594, 4.575], [0.168, -5.501, 4.747], [-1.590, -5.412, 4.568], [-0.173, -3.668, 6.261], [1.052, -4.664, 2.622], [1.080, -2.842, 0.913], [5.045, 0.038, 0.973], [3.653, -1.013, 1.520], [3.785, -1.032, 3.346], [4.060, -2.715, 1.023], [2.325, -0.522, 1.067], [5.963, -0.276, 1.465], [4.835, 1.077, 1.225], [5.161, -0.062, -0.104], [4.765, -1.379, 3.666], [3.017, -1.700, 3.732], [3.605, -0.030, 3.729], [5.093, -2.962, 1.264], [3.901, -2.790, -0.057], [3.388, -3.402, 1.537]], "forces_ev_per_a": [[-0.52, 1.38, 0.42], [0.19, -0.03, 0.32], [0.01, 0.08, 0.07], [0.25, -0.04, -0.06], [-0.63, 0.01, 0.05], [0.77, -0.14, 0.24], [-0.36, 0.16, -0.26], [1.01, 2.42, 0.99], [0.82, -1.30, 0.40], [-0.24, 0.81, -0.34], [-0.49, -0.05, -0.33], [0.68, 0.11, 0.51], [-0.40, -1.02, -0.41], [-0.76, 0.60, -0.60], [0.50, 0.23, 0.64], [-0.42, -0.35, -0.31], [-0.38, -2.19, -0.73], [0.04, -0.05, 0.05], [0.07, 0.06, 0.05], [-0.05, 0.05, 0.03], [0.12, -0.12, 0.00], [0.08, -0.01, 0.09], [-0.03, 0.07, 0.05], [0.01, 0.11, 0.00], [-0.10, 0.00, -0.07], [-0.07, -0.12, -0.07], [-0.03, 0.01, -0.09], [-0.85, -0.56, -0.04], [0.63, 0.53, -0.39], [0.22, 0.15, 0.06], [-0.16, -0.15, 0.09], [0.01, 0.04, -0.17], [0.21, 0.14, 0.07], [-0.01, -0.09, 0.26], [-0.15, -0.10, -0.17], [0.34, 0.18, -0.17], [-0.26, -0.20, 0.03], [-0.07, -0.19, 0.14], [0.03, 0.07, -0.04], [-0.04, 0.00, -0.07], [-0.06, -0.01, -0.03], [-0.07, -0.01, -0.05], [0.00, -0.04, -0.01], [0.00, 0.12, -0.03], [0.24, -0.24, -0.05], [0.00, -0.42, 0.23], [0.85, 0.60, -0.49], [-0.06, -0.09, 0.03], [-0.46, -0.34, 0.34], [-0.33, -0.07, 0.21], [-0.27, 0.17, 0.04], [-0.13, -0.03, -0.05], [-0.02, -0.01, 0.07], [0.05, -0.25, 0.16], [-0.07, 0.41, -0.13], [-0.01, 0.07, -0.18], [0.08, -0.26, 0.45], [0.00, 0.18, -0.37], [0.17, -0.58, 0.24], [-0.39, 0.68, -0.13], [0.12, -0.15, -0.08], [0.30, -0.38, 0.01], [0.07, 0.10, -0.17], [0.13, 0.13, -0.10], [0.10, -0.17, -0.16], [-0.06, 0.08, 0.23], [-0.26, 0.03, 0.15], [0.19, -0.22, -0.05], [-0.17, 0.24, 0.12], [0.04, 0.06, -0.05], [-0.04, -0.09, -0.05], [0.09, 0.00, 0.00], [-0.03, 0.07, -0.04], [0.06, 0.06, -0.09], [0.03, -0.14, 0.00], [-0.08, 0.11, -0.01], [-0.04, 0.04, -0.07], [0.10, 0.01, 0.02], [-0.01, -0.02, -0.03], [0.06, -0.03, -0.06], [-0.03, 0.00, -0.01], [-0.41, -0.37, 0.06], [0.59, -0.05, 0.61], [-0.05, 0.03, -0.53], [-0.17, 0.43, -0.10], [-0.05, -0.12, -0.27], [0.09, -0.03, 0.02], [-0.09, 0.01, 0.05], [-0.01, -0.02, -0.09], [0.08, -0.06, 0.01], [-0.07, -0.03, 0.04], [-0.06, 0.09, -0.02], [0.05, 0.02, 0.08], [0.01, 0.00, 0.02], [0.00, -0.02, 0.07]]}

***

{"formula": "C3H8N2O", "method": "wB97M-V/def2-TZVPD", "gap_ev": [6.95, 6.95], "lumo_energy_ev": [0.886, 0.887], "smiles": "CC(O)=C(N)N", "relative_energy_kj_mol": 332.58, "symbols": ["C", "C", "C", "N", "N", "O", "H", "H", "H", "H", "H", "H", "H", "H"], "coordinates": [[1.456, -0.839, -0.342], [-0.818, 0.183, 0.008], [0.556, 0.299, 0.053], [-1.482, 1.346, -0.312], [-1.564, -0.955, 0.243], [1.108, 1.227, 0.948], [2.037, 1.459, 0.890], [-2.475, -0.782, 0.644], [-1.044, -1.705, 0.674], [-2.247, 1.245, -0.973], [-0.609, 1.958, -0.513], [1.406, -1.032, -1.415], [2.496, -0.641, -0.082], [1.179, -1.762, 0.174]], "forces_ev_per_a": [[-0.33, -0.29, 0.59], [1.35, 0.57, 0.00], [0.95, -2.22, 0.28], [1.23, 1.89, 1.15], [0.17, -0.54, -1.03], [-0.95, 1.22, 0.20], [0.04, -0.27, -0.94], [0.17, -0.02, -0.16], [-0.24, 0.14, 0.12], [0.59, 0.39, -0.02], [-3.17, -0.51, -0.32], [0.02, -0.03, 0.05], [-0.01, 0.05, 0.04], [0.16, -0.38, 0.04]]}

***

{"formula": "C6H6BiO3", "method": "wB97M-V/def2-TZVPD", "gap_ev": 5.30, "lumo_energy_ev": -6.958, "total_charge": 1, "symbols": ["C", "C", "C", "C", "O", "Bi", "H", "H", "H", "H", "H", "O", "H", "C", "C", "O"], "coordinates": [[0.303, 2.593, 1.459], [-0.761, 2.147, 0.818], [-0.759, 0.829, 0.079], [-1.991, -0.065, 0.250], [-1.876, -1.245, -0.460], [-0.750, -2.484, -1.288], [-1.472, 2.926, 0.526], [0.109, 0.255, 0.443], [-0.640, 1.021, -1.001], [-2.874, 0.517, -0.083], [-2.117, -0.255, 1.336], [1.446, 2.683, 1.769], [4.198, -1.322, -0.540], [3.527, -2.123, -0.879], [2.443, -2.644, -1.126], [1.214, -2.834, -1.304]], "forces_ev_per_a": [[3.73, -1.74, -0.66], [-1.05, 1.27, -0.21], [0.70, -0.23, 0.14], [-0.42, 2.46, 1.74], [-1.84, 2.08, 1.42], [0.33, -3.42, -2.52], [-0.04, -0.40, 0.31], [-0.02, 0.03, -0.26], [0.10, -0.05, 0.15], [0.25, -0.67, 0.00], [-0.06, -0.20, -0.59], [-3.17, 0.57, 0.13], [-0.08, -1.32, -0.48], [-1.84, 0.02, -0.07], [3.83, 2.82, 1.36], [-0.43, -1.21, -0.46]]}

***

| no. | calculated total energy (eV) |
| --- | --- |
| 1 | -97139.068 |
| 2 | -8265.879 |
| 3 | -18287.694 |